The following is a DFT calculation (ωB97M-V/def2-TZVPD) of C26H62N10O17S as an isolated structure at a distorted geometry.

Kohn-Sham gap = 8.58 eV
energy above the lowest of the compared OMol25 structures with the same formula, charge and spin = 7.8 kcal per mole
LUMO energy = -0.01691 hartree
HOMO energy = -9.0 eV
energy = -3252.39799 hartree
largest force on an atom = 2.0 eV Å⁻¹

Last column: Löwdin charge in e.
Positions of all 116 atoms, in Å:
C: -2.505 1.929 2.357  0.031
N: -2.454 3.309 2.891  -0.464
O: -1.905 3.440 3.944  0.063
O: -3.030 4.174 2.299  0.080
H: -1.690 1.924 1.641  0.091
H: -3.461 1.804 1.863  0.091
H: -2.411 1.159 3.106  0.087
C: 1.254 3.215 3.760  0.057
N: 1.794 3.694 2.445  -0.443
O: 1.050 4.330 1.723  0.042
O: 2.963 3.523 2.217  0.066
H: 0.663 2.322 3.573  0.074
H: 0.681 4.047 4.145  0.093
H: 2.113 3.012 4.388  0.091
C: 2.287 1.963 -5.369  0.065
N: 2.398 2.071 -3.887  -0.443
O: 3.385 2.576 -3.426  0.100
O: 1.499 1.585 -3.239  0.035
H: 2.442 0.905 -5.586  0.095
H: 3.064 2.541 -5.844  0.098
H: 1.286 2.247 -5.667  0.086
C: 2.677 -3.570 -3.751  -0.156
C: 2.655 -2.174 -4.380  -0.166
O: 1.308 -1.938 -4.756  -0.188
S: 0.357 -3.154 -4.378  0.555
O: 0.220 -4.018 -5.474  -0.190
O: -0.786 -2.681 -3.713  -0.208
O: 1.343 -3.782 -3.293  -0.211
H: 3.419 -3.707 -2.975  0.137
H: 2.848 -4.321 -4.531  0.133
H: 3.334 -2.122 -5.231  0.134
H: 2.981 -1.416 -3.661  0.124
C: 0.346 6.678 -1.211  -0.342
O: 0.449 7.833 -1.516  0.029
N: -0.380 5.756 -1.892  -0.184
C: -0.561 4.421 -1.352  -0.047
C: -1.154 6.182 -3.015  -0.055
H: 0.851 6.272 -0.323  0.130
H: -0.194 3.689 -2.092  0.058
H: -1.619 4.183 -1.210  0.098
H: 0.038 4.294 -0.456  0.055
H: -0.656 7.075 -3.396  0.089
H: -1.185 5.462 -3.834  0.060
H: -2.194 6.453 -2.804  0.100
C: 0.098 -0.414 1.383  -0.349
O: 0.088 0.353 2.329  -0.022
N: 0.704 -0.103 0.222  -0.164
C: 0.554 -0.962 -0.925  -0.028
C: 1.348 1.171 0.022  -0.023
H: -0.465 -1.350 1.352  0.102
H: 0.477 -1.997 -0.605  0.082
H: 1.464 -0.853 -1.521  0.083
H: -0.283 -0.657 -1.543  0.081
H: 0.714 1.874 -0.526  0.079
H: 1.627 1.589 0.977  0.061
H: 2.206 0.970 -0.619  0.087
C: 4.948 -1.934 4.097  -0.356
O: 5.190 -3.065 3.743  0.022
N: 4.463 -0.969 3.280  -0.196
C: 4.260 0.394 3.728  -0.060
C: 4.137 -1.243 1.894  -0.031
H: 5.076 -1.543 5.123  0.134
H: 5.109 1.016 3.439  0.094
H: 4.074 0.415 4.800  0.086
H: 3.362 0.799 3.257  0.063
H: 4.969 -0.938 1.245  0.097
H: 3.973 -2.309 1.765  0.078
H: 3.284 -0.626 1.614  0.067
C: -3.865 2.413 -3.865  -0.348
O: -4.608 1.851 -3.098  0.015
N: -2.518 2.286 -3.894  -0.175
C: -1.758 2.977 -4.905  -0.083
C: -1.768 1.286 -3.145  -0.036
H: -4.266 3.098 -4.624  0.135
H: -2.289 3.851 -5.276  0.084
H: -1.557 2.325 -5.766  0.093
H: -0.797 3.309 -4.509  0.064
H: -1.273 0.615 -3.857  0.093
H: -1.052 1.777 -2.493  0.053
H: -2.422 0.646 -2.560  0.080
C: -3.880 -0.799 0.381  -0.315
O: -2.785 -0.715 0.888  0.002
N: -4.930 -1.452 0.924  -0.191
C: -6.259 -1.379 0.337  -0.044
C: -4.805 -2.201 2.134  -0.048
H: -4.115 -0.364 -0.590  0.133
H: -6.959 -0.915 1.040  0.092
H: -6.644 -2.382 0.129  0.091
H: -6.236 -0.778 -0.568  0.088
H: -4.886 -3.273 1.938  0.099
H: -3.865 -1.968 2.626  0.065
H: -5.582 -1.930 2.858  0.096
C: -0.423 -3.581 5.978  -0.345
O: 0.500 -4.171 6.491  0.023
N: -0.314 -2.618 5.021  -0.180
C: -1.449 -1.914 4.443  -0.057
C: 0.938 -2.320 4.389  -0.049
H: -1.482 -3.751 6.253  0.131
H: -1.430 -0.900 4.869  0.096
H: -2.392 -2.323 4.822  0.082
H: -1.467 -1.842 3.360  0.062
H: 0.844 -2.558 3.327  0.059
H: 1.189 -1.256 4.449  0.089
H: 1.797 -2.870 4.759  0.092
C: 2.114 -5.097 -0.341  -0.360
O: 3.070 -4.706 0.272  0.032
N: 0.834 -4.981 0.065  -0.194
C: -0.277 -5.303 -0.788  -0.059
C: 0.489 -4.431 1.336  -0.054
H: 2.200 -5.579 -1.329  0.131
H: 0.056 -5.722 -1.738  0.084
H: -0.760 -4.345 -1.018  0.086
H: -1.003 -5.995 -0.360  0.093
H: -0.292 -3.673 1.207  0.076
H: 0.128 -5.201 2.020  0.105
H: 1.349 -3.942 1.785  0.075